1.
A gas-phase ion, C6H13N4 (charge +1) at a distorted geometry, computed with the ωB97M-V functional and the def2-TZVPD basis.

Computed properties:
Energy in Ha: -455.178267
SMILES: CC[C@]1(N)NC=CC(=[NH2+])N1
Charge: +1
Frontier orbital gap in eV: 9.150
Lowest unoccupied orbital energy in hartree: -0.131
Energy relative to the best compared isomer or geometry (same formula, charge and spin) in kcal/mol: 20.2

XYZ file:
```
23
Properties=species:S:1:pos:R:3:forces:R:3
C -2.154605 0.821710 0.789004 0.213 0.475 -0.127
C -1.994540 0.706461 -0.605511 2.717 -2.857 4.086
C -1.043324 0.415299 1.597142 0.114 -0.643 -1.892
C 0.118854 -0.787868 -0.241398 -1.671 -2.077 -5.226
C 1.696916 0.912216 -0.926965 3.820 1.183 -0.621
C 1.372127 -0.617675 -1.116807 2.049 3.431 6.535
N -1.045938 -0.083648 -1.087271 0.255 0.763 1.409
N 0.078424 -0.186115 1.018667 -1.014 0.677 1.190
N -0.943669 0.592250 2.898587 -2.978 0.856 0.034
N -0.121123 -2.233685 -0.383634 0.130 2.310 3.167
H -3.069835 1.382793 1.123191 1.454 -0.726 0.149
H -2.670499 1.185231 -1.170762 -2.174 1.344 -2.570
H 0.860681 1.555818 -0.999592 -1.320 0.271 0.069
H 2.385261 1.420875 -1.741650 -1.008 -1.580 1.435
H 2.222259 1.211713 0.054032 -0.754 -0.811 -1.364
H 2.157346 -1.277170 -0.598860 -0.927 0.939 -1.366
H 1.246681 -0.735299 -2.102616 -0.762 -1.312 -3.481
H -1.040562 -0.260213 -2.059438 0.312 -0.100 -1.025
H 0.929469 0.009651 1.525170 0.232 -0.453 -0.321
H -1.819872 0.853875 3.366348 1.034 0.098 -0.025
H -0.119342 0.501264 3.412274 1.198 -0.409 0.846
H -0.948212 -2.437309 0.132868 -0.694 -1.091 -0.289
H 0.031730 -2.609052 -1.288082 -0.224 -0.290 -0.608
```
Forces are in eV/Å.

2.
3 unconnected molecules or ions with the total composition C26H28O7 at a distorted geometry, computed with the ωB97M-V functional and the def2-TZVPD basis.

Computed properties:
Energy in Ha: -1533.427866
SMILES: O=C(CC1=CC(=O)c2ccccc2C1=O)c1ccccc1.CCOC(C)=O.CCOC(C)=O
Frontier orbital gap in eV: 6.992
Lowest unoccupied orbital energy in hartree: -0.061
Energy relative to the best compared isomer or geometry (same formula, charge and spin) in kcal/mol: 431.0

XYZ file:
```
61
Properties=species:S:1:pos:R:3:forces:R:3
O 0.630927 2.347887 2.890955 -2.741 -3.728 -7.254
C 0.212822 1.742031 1.745799 1.343 1.603 4.947
C -0.354668 2.678427 0.484306 0.564 -0.851 -0.875
C -1.161888 1.780925 -0.655959 0.659 -0.401 -3.182
C -0.725023 1.715966 -2.108444 -1.939 -0.582 3.707
C -1.570020 0.745024 -3.176520 -0.908 0.979 -3.939
O -1.771028 1.076188 -4.471244 1.529 -2.236 8.262
C -2.164863 -0.660287 -2.491670 -1.079 -2.501 1.721
C -2.272797 -2.098568 -3.277734 -1.150 1.090 4.460
C -2.841157 -3.383720 -2.413955 0.306 2.598 1.619
C -3.294684 -3.333582 -0.828550 1.373 4.010 -1.894
C -3.218245 -1.883016 -0.064799 1.354 0.149 -3.965
C -2.655062 -0.580962 -0.895334 0.079 -2.026 -1.249
C -2.506884 0.916423 -0.164913 -2.886 0.988 2.442
O -3.392628 1.390861 0.722653 5.747 -2.944 -5.357
C 0.235452 0.073116 1.659426 -0.325 -2.977 -0.173
C -0.450413 -0.780871 2.908552 1.412 -2.242 -2.979
C -0.489972 -2.438774 2.833043 1.575 1.808 -2.984
C 0.125971 -3.286000 1.553535 0.133 5.212 0.238
C 0.809804 -2.409887 0.340785 -1.413 1.580 2.789
C 0.874349 -0.742494 0.367093 -2.008 -2.186 3.155
H 0.627575 3.079829 -0.054719 -2.122 -0.728 1.173
H -0.989540 3.600812 0.864681 1.316 -2.173 -0.604
H 0.204192 2.335221 -2.476280 -2.178 -1.336 0.653
H -1.931720 -2.142263 -4.403926 -0.875 -0.096 2.621
H -2.904919 -4.419695 -2.957071 0.157 2.280 1.160
H -3.673943 -4.284768 -0.217105 0.989 2.321 -1.748
H -3.507661 -1.705753 1.064869 0.653 -0.534 -2.641
H -0.943063 -0.236948 3.849653 1.328 -1.242 -2.456
H -0.964403 -3.055265 3.707725 0.970 1.496 -1.806
H 0.056912 -4.462520 1.520084 0.226 2.778 0.012
H 1.257922 -3.012131 -0.570935 -1.004 1.550 2.129
H 1.352314 -0.154010 -0.542298 -1.138 -1.420 2.207
O -0.155702 9.087934 3.069946 -0.100 -2.091 0.718
C -0.221728 8.020264 3.672167 -0.151 1.423 -0.829
O -0.321761 6.854362 2.993551 0.319 0.475 -0.311
C -0.174211 5.551785 3.587921 -0.188 -0.230 0.040
C -1.499488 5.048199 4.126639 -0.144 0.088 0.065
C -0.295015 7.986109 5.170338 0.560 0.194 0.490
H 0.614687 5.547338 4.344776 -0.106 0.096 -0.035
H 0.164053 4.883873 2.787482 -0.022 0.345 0.113
H -1.875948 5.687972 4.927920 0.072 -0.069 0.018
H -1.395117 4.031654 4.514298 0.034 0.085 -0.082
H -2.258009 5.048764 3.336849 0.160 -0.061 0.052
H -1.342149 8.020632 5.483884 0.146 -0.085 -0.037
H 0.221902 8.868671 5.562827 -0.300 -0.086 -0.205
H 0.203748 7.123602 5.609508 -0.256 -0.123 -0.012
O 1.534683 -4.598163 -1.665361 1.512 -0.514 -1.498
C 2.254689 -4.937062 -2.600074 -0.731 0.543 0.812
O 3.516084 -4.459457 -2.703181 -0.320 -0.084 0.655
C 4.505403 -4.965484 -3.618023 0.105 0.082 -0.297
C 4.411390 -4.265480 -4.960160 -0.180 0.118 -0.067
C 1.724898 -5.805842 -3.702616 -0.207 -0.728 0.122
H 4.444351 -6.053352 -3.707607 -0.143 0.105 0.014
H 5.481111 -4.748411 -3.168459 -0.367 0.039 0.154
H 3.450464 -4.453541 -5.444241 0.100 -0.082 -0.009
H 5.208135 -4.604834 -5.626925 -0.063 0.027 0.077
H 4.495828 -3.181205 -4.832328 0.085 -0.188 0.033
H 1.304352 -5.175918 -4.491495 0.126 -0.081 0.075
H 0.930294 -6.439267 -3.293293 0.070 0.355 -0.067
H 2.469393 -6.484337 -4.116045 0.040 0.212 -0.178
```
Forces are in eV/Å.

3.
A molecular structure, C8H15Al3BCl2F13NO12P2S at a distorted geometry, computed with the ωB97M-V functional and the def2-TZVPD basis.

Computed properties:
Energy in Ha: -5322.341684
Charge: +1
Frontier orbital gap in eV: 1.465
Lowest unoccupied orbital energy in hartree: -0.378

XYZ file:
```
58
Properties=species:S:1:pos:R:3:forces:R:3
O 1.010412 0.327095 5.123156 -1.498 -0.339 0.544
C 0.831336 -0.473121 4.310176 0.105 0.880 1.254
F 0.357182 -0.070254 3.048960 0.129 -1.288 0.118
N 1.068303 -1.906787 4.434545 -1.487 0.152 -1.615
O 2.258570 -2.115181 5.145341 -0.272 1.250 -0.480
S 3.711752 -2.458967 4.204055 0.757 -1.570 0.109
O 4.691058 -1.613812 4.763175 0.041 0.389 0.051
O 3.466695 -1.888399 2.631393 -1.017 0.843 1.044
C -0.050223 -2.404864 5.361106 0.987 0.485 0.858
O -0.014019 -2.132649 6.500301 -0.537 0.021 0.108
F -1.053981 -3.036808 4.747630 0.123 0.872 -0.713
H 2.629492 -2.198963 2.248081 0.241 -0.356 -0.224
O -2.239693 -5.638001 4.961493 -0.374 -0.333 0.052
P -1.712036 -5.848059 6.345505 0.954 1.086 1.764
O -2.304735 -7.228786 6.839056 -1.896 -4.256 0.886
O -2.175168 -4.691445 7.219555 0.059 0.100 -0.378
O -0.167578 -5.906024 6.353308 1.612 1.419 -0.830
Al 0.982066 -4.563729 5.450660 -0.830 -3.611 1.306
F -2.414726 -8.415676 8.130738 1.040 3.595 -2.528
Al -0.021436 -2.079724 1.940420 -0.410 -0.284 -0.397
Cl 3.107546 1.229996 4.456588 2.221 1.154 -0.063
Cl 5.097877 -1.961807 1.159139 0.354 -0.040 -0.436
Al 4.603329 2.266041 5.937924 -0.435 -0.323 -0.479
C -2.299949 0.477776 -3.492315 -0.211 0.093 -1.399
O -1.301350 1.254077 -2.884680 -0.343 -0.091 0.784
C -0.998614 0.720490 -1.628081 0.335 -0.071 -0.634
C 0.252853 1.347569 -1.048931 0.470 0.257 0.907
O 1.410416 0.734298 -1.551515 -0.382 0.267 -0.193
C 1.717038 1.117532 -2.869258 0.572 -1.001 -0.371
C 2.293617 2.521736 -2.930851 -0.564 0.444 0.316
O 1.235510 3.429826 -2.906761 0.286 0.124 -0.054
C 1.660874 4.776344 -2.746682 -0.362 0.409 0.266
H -3.191779 0.444147 -2.846974 0.053 -0.387 0.082
H -2.562301 0.907952 -4.453441 0.202 0.204 0.061
H -1.926226 -0.552436 -3.642421 -0.371 -0.218 0.244
H -0.869876 -0.366440 -1.717975 -0.313 -0.056 0.084
H -1.847621 0.934125 -0.960997 0.124 0.107 0.159
H 0.260943 1.162189 0.027557 0.006 0.012 -0.013
H 0.275307 2.437415 -1.195149 -0.177 0.011 -0.338
H 0.839224 1.024361 -3.532448 -0.169 0.369 0.031
H 2.468787 0.409873 -3.217487 -0.015 -0.016 0.038
H 2.847923 2.639507 -3.873766 -0.038 -0.279 -0.083
H 2.971436 2.705055 -2.087182 0.130 0.001 -0.093
H 2.157906 4.907131 -1.777823 0.135 -0.063 -0.067
H 0.779307 5.410361 -2.780290 -0.058 -0.105 -0.110
H 2.336513 5.060157 -3.557855 0.015 -0.087 0.001
F -2.878215 4.355652 -6.092655 -0.256 0.121 0.851
P -1.388758 4.556780 -5.439310 -0.753 1.346 -1.442
F -1.791398 3.248421 -4.483689 -0.378 -0.330 0.055
F -1.065540 4.552922 -7.046560 0.810 -0.403 0.256
F 0.035028 3.705428 -5.295060 0.418 0.239 0.198
F -2.141031 5.453657 -4.289435 -0.074 -0.876 0.534
F -0.439642 5.900252 -5.387880 0.422 -0.294 -0.360
B -4.115213 -2.507581 -3.127654 -0.351 -0.338 -0.219
F -3.100574 -2.080054 -2.189958 0.253 0.188 0.104
F -5.077980 -1.490579 -3.234290 0.285 0.234 0.177
F -3.511283 -2.706847 -4.376503 0.286 0.224 0.158
F -4.697355 -3.681170 -2.673985 0.140 0.123 0.120
```
Forces are in eV/Å.

4.
A single C4H6O2S molecule at a distorted geometry, computed with the ωB97M-V functional and the def2-TZVPD basis.

Computed properties:
Energy in Ha: -704.605409
SMILES: O=C/C=C\SCO
Frontier orbital gap in eV: 9.161
Lowest unoccupied orbital energy in hartree: 0.007
Energy relative to the best compared isomer or geometry (same formula, charge and spin) in kcal/mol: 46.5

XYZ file:
```
13
Properties=species:S:1:pos:R:3:forces:R:3
C 0.639874 -1.529955 -0.298800 2.873 -1.960 2.398
C -0.050262 -0.996373 -1.240195 -2.532 0.626 -2.965
C 0.767004 -1.202028 1.162553 0.176 -0.925 -2.049
C -0.487885 1.460280 0.172640 1.425 -0.332 1.389
O -0.117375 -0.777551 1.856521 0.112 0.126 0.405
O -0.696700 2.824725 -0.075021 -1.564 -0.575 -0.499
S -0.880809 0.515033 -1.375519 0.241 0.140 0.543
H 1.304967 -2.355008 -0.708432 -0.874 0.650 1.200
H -0.192428 -1.676479 -2.117009 0.230 1.272 0.250
H 1.749363 -1.559110 1.486674 0.214 0.219 0.979
H 0.571822 1.457727 0.526514 -0.468 -0.658 -0.938
H -1.006837 0.999207 1.053225 -0.234 0.682 -0.985
H -1.600733 2.839533 -0.443152 0.399 0.735 0.271
```
Forces are in eV/Å.